Entry 1:
{"formula": "C2H5PS2", "method": "the ωB97M-V functional and the def2-TZVPD basis", "species": ["C", "C", "S", "P", "S", "H", "H", "H", "H", "H"], "positions_angstrom": [[1.24112, 0.20036, 0.50504], [0.46550, -0.38430, -0.72134], [-1.16476, -1.07664, -0.27044], [-2.40370, 0.75989, 0.09366], [-4.17540, 0.21657, 0.59598], [0.61962, 0.73339, 1.19889], [1.75051, -0.59289, 0.94117], [2.04673, 0.89947, 0.22540], [1.13317, -1.18506, -1.24083], [0.48722, 0.42921, -1.32752]], "forces_ev_per_angstrom": [[0.07, 0.31, -1.33], [2.02, -1.88, 1.93], [-0.62, 1.20, -0.08], [0.49, -1.34, -0.19], [0.78, 0.05, -0.21], [-0.47, -0.01, 0.36], [0.68, -1.38, 1.50], [-0.40, -0.14, -0.41], [-1.51, 1.13, 0.98], [-1.05, 2.05, -2.55]], "nbo_charge": [-0.61, -0.53, -0.08, 0.52, -0.37, 0.21, 0.21, 0.21, 0.23, 0.21], "lumo_ev": -1.33, "e_tot_ev": -33114.096, "homo_lumo_gap_ha": 0.2797, "smiles": "CCSP=S", "relative_energy_kcal_mol": 0.0}

Entry 2:
{"formula": "C9H9BrF4O9", "method": "the ωB97M-V functional and the def2-TZVPD basis", "species": ["O", "C", "O", "Br", "O", "C", "F", "F", "C", "F", "F", "H", "O", "C", "O", "C", "C", "O", "H", "H", "H", "H", "O", "C", "O", "C", "C", "O", "H", "H", "H", "H"], "positions_angstrom": [[-2.45494, -3.53024, 1.98731], [-2.39257, -2.77460, 1.04071], [-1.54374, -1.72824, 1.06214], [-1.12341, -0.98151, -0.57029], [-3.16080, -2.89015, -0.09065], [-4.51766, -2.75870, 0.11108], [-5.05278, -2.76014, -1.10809], [-5.01865, -3.80288, 0.76158], [-4.90464, -1.43559, 0.84611], [-5.58776, -1.73022, 1.95567], [-5.68150, -0.69766, 0.05257], [-4.04593, -0.82897, 1.12348], [1.87723, 0.42637, 0.24611], [2.58851, -0.51851, 0.13442], [3.68050, -0.75044, 0.89378], [4.13811, -2.08128, 0.62545], [3.57884, -2.33871, -0.75700], [2.41307, -1.50614, -0.77094], [5.22290, -2.12563, 0.66616], [3.72225, -2.75331, 1.37780], [4.25323, -2.01115, -1.54982], [3.30669, -3.37709, -0.92498], [0.29305, 5.64282, -2.89233], [0.63654, 5.04608, -1.92808], [0.67491, 3.69599, -1.82749], [1.35272, 3.35175, -0.61084], [1.15607, 4.59735, 0.22401], [1.04589, 5.62187, -0.77050], [0.91997, 2.46599, -0.16774], [2.40338, 3.16066, -0.83489], [0.23148, 4.56975, 0.80393], [1.98905, 4.80254, 0.89131]], "forces_ev_per_angstrom": [[0.03, 1.55, -1.73], [0.00, -1.56, 1.99], [-0.08, -0.32, -0.64], [0.01, 0.16, 0.18], [0.68, 0.31, 0.35], [-0.68, -0.05, -0.31], [0.02, 0.02, -0.29], [0.03, -0.31, 0.23], [0.27, 0.05, 0.19], [-0.26, -0.12, 0.44], [-0.37, 0.30, -0.42], [0.32, -0.04, 0.00], [-0.03, 0.09, 0.03], [0.07, -0.08, 0.02], [0.00, -0.05, -0.03], [0.11, -0.14, 0.07], [0.09, -0.14, -0.09], [0.05, -0.02, 0.01], [0.00, 0.17, 0.03], [-0.04, 0.02, -0.02], [-0.01, 0.04, 0.02], [-0.17, 0.05, -0.01], [-0.06, 0.10, -0.16], [0.04, -0.08, 0.09], [0.04, 0.04, 0.08], [0.01, 0.02, 0.05], [0.02, 0.01, 0.14], [0.01, -0.07, 0.04], [-0.11, -0.10, -0.12], [-0.01, 0.02, -0.01], [-0.01, -0.01, -0.04], [0.03, 0.14, -0.09]], "nbo_charge": [-0.52, 0.96, -0.57, 0.38, -0.53, 0.84, -0.30, -0.29, 0.49, -0.31, -0.31, 0.14, -0.60, 0.98, -0.48, -0.10, -0.10, -0.49, 0.21, 0.19, 0.19, 0.21, -0.57, 0.97, -0.49, -0.10, -0.10, -0.49, 0.23, 0.18, 0.18, 0.20], "lumo_ev": -1.40, "e_tot_ev": -108817.317, "homo_lumo_gap_ha": 0.3477, "smiles": "O=C(OBr)OC(F)(F)C(F)F.O=C1OCCO1.O=C1OCCO1"}

Entry 3:
{"formula": "C40H81Cl34INOP", "method": "the ωB97M-V functional and the def2-TZVPD basis", "species": ["C", "C", "P", "C", "C", "C", "C", "C", "C", "C", "C", "C", "C", "C", "C", "C", "C", "C", "C", "O", "N", "C", "C", "C", "C", "C", "I", "H", "H", "H", "H", "H", "H", "H", "H", "H", "H", "H", "H", "H", "H", "H", "H", "H", "H", "H", "H", "H", "H", "H", "H", "H", "H", "H", "H", "H", "H", "H", "H", "H", "H", "H", "H", "H", "H", "H", "H", "H", "H", "H", "H", "H", "H", "H", "C", "Cl", "Cl", "H", "H", "C", "Cl", "Cl", "H", "H", "C", "Cl", "Cl", "H", "H", "C", "Cl", "Cl", "H", "H", "C", "Cl", "Cl", "H", "H", "C", "Cl", "Cl", "H", "H", "C", "Cl", "Cl", "H", "H", "C", "Cl", "Cl", "H", "H", "C", "Cl", "Cl", "H", "H", "C", "Cl", "Cl", "H", "H", "C", "Cl", "Cl", "H", "H", "C", "Cl", "Cl", "H", "H", "C", "Cl", "Cl", "H", "H", "C", "Cl", "Cl", "H", "H", "C", "Cl", "Cl", "H", "H", "C", "Cl", "Cl", "H", "H", "C", "Cl", "Cl", "H", "H"], "positions_angstrom": [[0.21739, -0.70686, 2.29477], [1.32528, -0.31229, 1.74188], [1.64212, 1.35006, 0.97873], [0.29590, 2.25027, 0.05145], [-1.04412, 1.46865, -0.12275], [-2.09788, 2.51810, -0.61974], [-3.20262, 2.84101, 0.41183], [-4.54195, 3.15227, -0.29257], [-5.38816, 1.87827, -0.44298], [-6.82474, 2.22898, -0.83445], [-7.80851, 1.03123, -0.98135], [-7.23346, -0.37731, -0.70975], [-7.10406, -0.70317, 0.79948], [-5.76207, -1.31618, 1.24552], [-5.32857, -2.61479, 0.51465], [-4.50455, -3.49956, 1.45279], [-3.15782, -2.79469, 1.80188], [2.19877, 0.39282, -0.60680], [3.61078, -0.12004, -0.52997], [4.36413, 0.09437, 0.37887], [4.02328, -0.96072, -1.61388], [4.19584, -0.15435, -2.83396], [5.31746, -1.58406, -1.32826], [1.32388, 2.28549, 2.64176], [2.67617, 2.55343, 3.30895], [3.40661, 1.26674, 3.74589], [2.28045, 3.75668, 5.09345], [0.01347, -1.73556, 2.55204], [-0.54777, 0.00371, 2.57224], [2.14202, -1.02284, 1.68747], [2.92880, 1.97988, 0.95673], [0.02029, 3.20315, 0.49778], [0.61769, 2.46584, -0.96782], [-1.41852, 1.08331, 0.81994], [-0.93232, 0.68306, -0.86647], [-1.58353, 3.42997, -0.89388], [-2.61493, 2.17149, -1.51488], [-2.92122, 3.64810, 1.08722], [-3.38987, 1.97729, 1.05218], [-4.32360, 3.56334, -1.28101], [-5.10643, 3.91228, 0.25179], [-4.88532, 1.23279, -1.16325], [-5.39900, 1.42886, 0.54765], [-7.19453, 2.90930, -0.06818], [-6.77944, 2.75711, -1.79100], [-8.59344, 1.17153, -0.23653], [-8.30420, 0.99468, -1.95215], [-7.97141, -1.07899, -1.12464], [-6.31609, -0.52844, -1.27950], [-7.87655, -1.42326, 1.07313], [-7.29061, 0.18741, 1.40364], [-5.84881, -1.54819, 2.31255], [-4.92905, -0.61446, 1.16240], [-4.69625, -2.35304, -0.33507], [-6.19884, -3.19286, 0.18971], [-5.01386, -3.67522, 2.40158], [-4.25314, -4.45458, 0.98756], [-2.99002, -1.99057, 1.08233], [-3.20928, -2.33527, 2.78873], [-2.32055, -3.48651, 1.77403], [2.05869, 0.95698, -1.52882], [1.56350, -0.49115, -0.69195], [3.33504, 0.48645, -3.01171], [4.35284, -0.78708, -3.70621], [5.06751, 0.51111, -2.74755], [6.10878, -0.82804, -1.34060], [5.56065, -2.29942, -2.11574], [5.30990, -2.08919, -0.37015], [0.85016, 3.26249, 2.51544], [0.73186, 1.72779, 3.36793], [3.30318, 3.17921, 2.68335], [4.22739, 1.07681, 3.05534], [3.83027, 1.42771, 4.73325], [2.74813, 0.40631, 3.83294], [1.16029, -1.83729, -4.06400], [2.01542, -0.87582, -5.27388], [0.26135, -0.81611, -2.93542], [0.45510, -2.48381, -4.57487], [1.87927, -2.43092, -3.50905], [5.47174, -3.88870, 2.02123], [4.07389, -2.80844, 2.06332], [4.98748, -5.58563, 1.91459], [6.07547, -3.64372, 1.15383], [6.04738, -3.74650, 2.92894], [-2.26928, 4.18829, -4.58567], [-3.92672, 3.72884, -4.16542], [-1.09978, 3.53574, -3.43518], [-2.04159, 3.80090, -5.57044], [-2.19540, 5.27004, -4.58143], [0.65731, 2.62452, -6.88791], [-0.73529, 3.45761, -7.59573], [0.20983, 1.49886, -5.59495], [1.14789, 2.06437, -7.67609], [1.33418, 3.36664, -6.47976], [-8.99337, -4.58092, -0.37476], [-8.04240, -3.68501, -1.56826], [-9.80582, -3.50079, 0.76675], [-9.74586, -5.16201, -0.89565], [-8.33141, -5.23549, 0.17606], [8.00709, 0.57167, 0.55213], [8.44563, 0.23372, -1.12935], [7.51161, -0.89245, 1.40235], [8.86501, 0.99474, 1.06174], [7.18203, 1.27612, 0.55751], [5.23875, 2.90065, 7.41688], [5.18678, 3.54442, 9.06553], [6.88383, 2.91192, 6.76886], [4.87686, 1.87818, 7.43234], [4.60617, 3.51226, 6.78224], [9.48332, 0.52058, -4.84763], [9.56717, 1.83686, -6.01938], [8.16844, -0.60520, -5.21342], [10.42121, -0.02266, -4.86567], [9.31491, 0.94285, -3.86262], [2.75500, 3.58613, 11.81983], [1.57046, 4.88992, 11.97345], [3.46495, 3.15950, 13.38075], [2.26005, 2.71221, 11.41141], [3.54440, 3.91058, 11.15599], [6.59234, 0.35725, 10.79489], [6.55975, -1.00827, 9.67104], [4.98050, 0.74536, 11.40239], [7.22836, 0.10324, 11.63495], [6.98458, 1.22580, 10.27615], [-5.36182, -6.74140, -1.45595], [-4.12426, -5.49876, -1.27664], [-6.28390, -6.95751, 0.03942], [-6.04231, -6.44633, -2.24706], [-4.88216, -7.68106, -1.70482], [-3.79025, 2.32019, 3.86012], [-4.01050, 3.03323, 5.46050], [-2.08606, 2.27885, 3.39149], [-4.17238, 1.30494, 3.87331], [-4.33438, 2.91534, 3.13342], [11.62916, 5.32442, -4.50078], [12.06704, 5.02493, -6.18636], [11.11326, 3.84315, -3.68655], [12.49264, 5.72397, -3.98169], [10.81304, 6.03720, -4.47413], [-7.22742, -9.70223, 2.54105], [-8.53825, -8.51585, 2.57472], [-7.84208, -11.35160, 2.38816], [-6.58756, -9.48797, 1.69235], [-6.66454, -9.62357, 3.46400], [2.11642, -1.78226, -9.41685], [2.96310, -0.83497, -10.64785], [1.25228, -0.74893, -8.27519], [1.40241, -2.43264, -9.90895], [2.84408, -2.37162, -8.86999], [-10.68566, -0.21707, 2.42514], [-10.81760, 0.38096, 0.76742], [-9.54530, 0.73977, 3.37939], [-11.66138, -0.16158, 2.89393], [-10.34079, -1.24476, 2.39775], [6.58675, -0.01880, -12.23909], [6.39326, 0.55048, -13.90147], [7.69361, 1.01020, -11.32353], [5.61827, -0.00896, -11.75186], [6.98340, -1.02732, -12.25937]], "forces_ev_per_angstrom": [[-1.43, -0.01, 0.81], [1.59, 0.42, -0.39], [0.09, 0.36, -0.13], [-0.61, -0.72, -0.14], [-0.09, 1.50, -0.26], [-0.39, -0.75, 0.75], [-0.39, -0.02, -0.48], [0.36, -0.12, 0.00], [-0.06, 1.08, 0.23], [0.17, -0.72, -0.59], [0.28, -0.24, 0.66], [-0.80, 0.14, 0.08], [0.86, -0.18, -0.27], [-0.08, -0.39, -0.15], [-0.36, -0.09, 0.97], [1.22, 0.50, 0.07], [-0.64, 0.01, -0.10], [-0.08, -0.27, 0.24], [-0.45, -0.48, -1.23], [0.46, 0.22, 1.16], [0.46, 0.52, 0.10], [-0.19, 0.21, -0.13], [0.13, 0.02, -0.33], [0.52, 0.49, 0.57], [-0.75, -0.83, 0.35], [0.26, 0.77, 0.21], [-0.02, 0.19, -0.16], [0.19, -0.14, 0.19], [-0.37, 0.00, -0.26], [0.07, -0.02, -0.61], [-0.26, 0.01, -0.04], [0.36, -0.04, 0.37], [0.34, 0.03, 0.06], [0.19, -0.37, 0.02], [0.03, -0.25, 0.20], [-0.05, 0.19, -0.08], [0.17, -0.16, -0.06], [0.17, 0.11, -0.09], [0.18, -0.11, -0.02], [-0.13, 0.17, 0.00], [-0.06, -0.02, 0.08], [-0.13, -0.30, 0.08], [0.03, -0.46, -0.04], [-0.11, 0.18, -0.13], [-0.11, 0.24, 0.12], [-0.06, 0.02, -0.25], [0.14, 0.32, -0.10], [0.33, 0.17, 0.02], [0.16, -0.08, 0.17], [-0.12, 0.03, 0.00], [-0.01, 0.08, -0.06], [-0.02, 0.01, 0.03], [-0.14, 0.24, -0.02], [-0.23, -0.16, -0.29], [0.10, 0.28, -0.16], [-0.34, -0.21, -0.18], [-0.37, 0.13, 0.19], [0.30, -0.04, -0.01], [0.15, 0.03, 0.04], [0.13, 0.01, 0.06], [0.00, 0.11, 0.09], [0.06, 0.03, -0.21], [-0.08, -0.22, -0.10], [-0.06, -0.06, 0.11], [0.05, -0.09, 0.09], [-0.04, -0.17, 0.21], [-0.19, -0.05, -0.03], [-0.07, 0.03, 0.07], [-0.15, -0.12, -0.28], [-0.17, -0.09, -0.14], [0.11, 0.15, 0.08], [-0.07, -0.34, -0.09], [0.28, -0.15, -0.01], [-0.11, 0.03, -0.20], [0.08, -0.18, -0.04], [0.39, -0.78, 0.35], [-0.25, -0.10, -0.19], [-0.02, 0.09, -0.03], [0.04, 0.15, 0.10], [0.07, 0.03, 0.01], [0.06, -0.02, 0.06], [0.06, -0.01, -0.01], [-0.08, -0.02, -0.04], [-0.09, -0.03, 0.04], [-0.03, 0.05, -0.05], [-0.02, 0.02, -0.04], [0.09, 0.36, -0.16], [-0.07, -0.08, 0.14], [-0.04, -0.02, 0.11], [0.19, -0.13, 0.10], [0.07, -0.02, -0.21], [-0.28, 0.54, -0.50], [-0.07, -0.02, -0.01], [-0.10, 0.03, 0.06], [-0.04, -0.09, -0.07], [-0.16, -0.31, -0.14], [-0.06, -0.06, 0.00], [-0.04, 0.10, -0.02], [0.07, 0.09, 0.06], [-0.10, 0.15, 0.10], [0.21, 0.11, -0.04], [0.07, 0.00, 0.13], [0.06, -0.10, -0.07], [-0.09, -0.14, -0.05], [-0.06, -0.03, -0.10], [0.04, 0.01, -0.03], [-0.01, -0.04, -0.03], [0.07, 0.00, 0.08], [0.11, 0.02, 0.08], [0.09, 0.06, 0.07], [-0.04, -0.08, -0.11], [-0.02, -0.05, 0.08], [-0.04, -0.02, -0.09], [-0.08, 0.03, -0.05], [-0.03, -0.04, -0.03], [-0.01, 0.00, -0.06], [-0.02, 0.01, 0.06], [-0.04, 0.02, 0.07], [0.01, 0.07, 0.05], [0.06, 0.10, -0.03], [0.06, 0.01, -0.03], [0.06, -0.05, 0.06], [-0.08, -0.08, 0.01], [-0.09, -0.02, -0.06], [0.06, -0.01, -0.17], [0.05, -0.13, -0.33], [-0.05, -0.10, 0.04], [-0.04, 0.09, 0.10], [0.02, 0.01, 0.10], [-0.10, -0.05, -0.09], [-0.05, -0.01, -0.02], [0.15, -0.04, 0.34], [0.07, 0.00, 0.06], [0.07, 0.05, 0.02], [0.00, 0.08, 0.01], [0.01, 0.05, 0.00], [0.06, 0.10, 0.21], [0.03, -0.09, -0.03], [-0.04, -0.08, -0.05], [0.11, 0.00, -0.01], [0.04, 0.08, -0.01], [0.05, -0.01, 0.00], [-0.09, -0.01, -0.04], [-0.10, -0.02, 0.04], [0.00, -0.06, 0.00], [0.01, -0.04, -0.05], [-0.13, -0.06, -0.37], [-0.03, 0.10, -0.04], [0.03, 0.11, 0.03], [-0.06, -0.06, 0.01], [-0.19, -0.12, 0.09], [-0.02, -0.02, 0.06], [0.02, 0.09, -0.01], [0.10, 0.06, -0.04], [-0.04, -0.04, 0.05], [-0.05, -0.06, -0.02], [-0.01, -0.05, 0.06], [0.03, 0.09, -0.02], [0.07, 0.05, -0.05]], "lowdin_charge": [-0.03, -0.27, 0.88, -0.26, -0.20, -0.24, -0.23, -0.21, -0.21, -0.18, -0.20, -0.22, -0.21, -0.20, -0.24, -0.28, -0.10, -0.27, -0.51, 0.03, -0.14, -0.10, -0.10, -0.44, -0.78, -0.16, 0.84, 0.07, 0.02, 0.02, 0.06, 0.08, 0.07, 0.06, 0.07, 0.05, 0.07, 0.09, 0.06, 0.07, 0.11, 0.12, 0.09, 0.11, 0.11, 0.03, 0.10, 0.05, 0.10, 0.06, 0.08, 0.11, 0.09, 0.11, 0.05, 0.10, 0.02, 0.06, 0.07, 0.06, 0.06, 0.04, 0.06, 0.06, 0.09, 0.01, 0.09, 0.03, 0.04, 0.03, 0.06, 0.07, 0.02, 0.07, -0.95, 0.47, 0.58, 0.03, 0.03, -1.03, 0.56, 0.51, 0.00, 0.03, -1.00, 0.53, 0.56, -0.07, 0.03, -0.97, 0.56, 0.46, -0.01, 0.03, -0.99, 0.58, 0.55, 0.03, -0.04, -0.98, 0.54, 0.55, 0.03, 0.03, -1.04, 0.53, 0.50, 0.03, -0.08, -1.04, 0.49, 0.49, 0.03, -0.02, -1.06, 0.51, 0.48, 0.02, -0.04, -1.02, 0.50, 0.50, 0.03, 0.01, -0.98, 0.58, 0.55, 0.02, 0.03, -1.00, 0.53, 0.60, 0.03, 0.02, -1.02, 0.50, 0.49, 0.02, 0.02, -1.04, 0.49, 0.51, -0.01, 0.03, -1.00, 0.52, 0.51, 0.03, 0.03, -1.01, 0.55, 0.52, 0.02, -0.02, -1.04, 0.50, 0.50, -0.02, 0.03], "lumo_ev": 0.15, "e_tot_ev": -489480.373, "homo_lumo_gap_ha": 0.2975}